Record 1
The following is a DFT calculation (ωB97M-V/def2-TZVPD) of a cluster of 3 separate species, C10H19N2 in total.

Structure (XYZ):
```
31
C10H19N2 ωB97M-V/def2-TZVPD
C -2.4701 -1.0538 -0.9169
C -2.4902 -0.2536 0.3186
C -1.3087 -0.6796 -1.8468
C -1.5726 0.7263 0.6413
C -0.3840 0.2977 -1.4722
C -0.4150 0.8367 -0.1712
C -1.8186 1.5097 1.8740
C 1.1091 -2.6426 2.1765
C 2.5830 -1.4921 0.5601
C 1.3402 -2.2296 0.8850
N 0.4981 1.7119 0.1225
N 1.7570 2.4098 -2.1311
H -3.4727 -0.7177 -1.4553
H -3.3081 -0.5486 0.9300
H -1.4182 -1.0683 -2.8674
H 0.5137 0.4747 -2.0380
H -0.9419 2.0513 2.1748
H -1.9285 0.9439 2.8032
H -2.5982 2.2652 1.7836
H -2.4746 -2.2010 -0.9767
H 0.1580 -2.8810 2.6254
H 1.9775 -2.5561 2.8501
H 2.3107 -0.7004 -0.2537
H 3.1859 -2.0509 -0.1108
H 3.1910 -1.0556 1.4190
H 0.7438 -2.2596 0.0012
H 0.8713 1.8314 1.0335
H 1.0460 2.2385 -0.6115
H 2.6389 1.9151 -2.2688
H 1.7440 3.2762 -2.6936
H 0.9335 1.9019 -2.3849
```

Its total charge is +1. As for the energy above the lowest of the compared OMol25 structures with the same formula, charge and spin: 85.9 kcal/mol. The largest force on an atom comes out at 4.05 eV/A. The calculation puts the LUMO energy at -4.7 eV. The gap between HOMO and LUMO comes out at 7.28 eV. The value obtained for the total energy is -501.59871 hartree.



Record 2
The following is a DFT calculation (ωB97M-V/def2-TZVPD) of a structure of composition C37H36O2P.

Structure (XYZ):
```
76
C37H36O2P ωB97M-V/def2-TZVPD
C -4.8752 -0.9474 3.7183
C -3.5945 -0.3746 3.1808
C -3.2993 0.9839 3.3551
C -2.1242 1.5242 2.8419
C -1.2094 0.7340 2.1291
C 0.0376 1.3209 1.5593
C 1.2848 0.7108 2.0955
C 2.5128 1.3900 1.9257
C 3.7017 0.9065 2.4495
C 3.7338 -0.2832 3.1875
C 5.0318 -0.8015 3.7255
C 2.5254 -0.9382 3.4265
C 1.3312 -0.4323 2.9281
C -1.5167 -0.6329 1.9616
C -2.6912 -1.1792 2.4757
H -4.7817 -2.0290 3.8609
H -5.1591 -0.4920 4.6754
H -5.7045 -0.7793 3.0167
H -3.9731 1.6286 3.9304
H -1.8821 2.5825 2.9726
H 0.0899 2.4157 1.7306
H 2.5076 2.3334 1.3742
H 4.6201 1.4794 2.2931
H 4.9815 -1.8813 3.8826
H 5.8482 -0.5914 3.0267
H 5.3039 -0.3440 4.6857
H 2.5127 -1.8314 4.0529
H 0.4054 -0.9218 3.2230
H -0.8118 -1.2954 1.4516
H -2.9042 -2.2512 2.3830
C 4.5659 1.0426 -0.8122
C 3.3508 1.1748 -1.6844
O 2.2018 1.3276 -0.8299
C 1.0803 1.4099 -1.6016
C -0.1660 1.6787 -0.9272
P -1.4051 2.0628 -2.1106
C -2.1741 0.6615 -2.9787
C -3.5675 0.5800 -3.1534
C -4.1234 -0.4484 -3.9172
C -3.2985 -1.4102 -4.5080
C -1.9115 -1.3382 -4.3378
C -1.3556 -0.3041 -3.5839
C -2.7864 2.8487 -1.2537
C -3.2501 4.1317 -1.5827
C -4.2949 4.6985 -0.8506
C -4.8731 3.9958 0.2095
C -4.4281 2.7070 0.5175
C -3.3982 2.1280 -0.2197
C -0.9884 3.1988 -3.4731
C -1.3977 2.9435 -4.7945
C -1.1422 3.8660 -5.8132
C -0.4733 5.0592 -5.5260
C -0.0566 5.3203 -4.2161
C -0.3038 4.3933 -3.1980
O 1.2104 1.2721 -2.8475
H 5.4607 0.9937 -1.4349
H 4.6777 1.8939 -0.1342
H 4.5259 0.1210 -0.2237
H 3.4349 2.0571 -2.3310
H 3.2191 0.2745 -2.2947
H -0.2488 1.3502 0.1713
H -4.2205 1.3277 -2.7014
H -5.2060 -0.4886 -4.0523
H -3.7358 -2.2144 -5.1020
H -1.2558 -2.0786 -4.7979
H -0.2757 -0.2223 -3.4758
H -2.8127 4.6788 -2.4182
H -4.6622 5.6908 -1.1137
H -5.6740 4.4413 0.7998
H -4.8794 2.1402 1.3313
H -3.0577 1.1137 0.0025
H -1.9271 2.0218 -5.0397
H -1.4742 3.6524 -6.8312
H -0.2800 5.7862 -6.3168
H 0.4590 6.2504 -3.9756
H 0.0162 4.6017 -2.1761
```

Its total charge is +1. As for the energy above the lowest of the compared OMol25 structures with the same formula, charge and spin: 20.0 kcal/mol. The largest force on an atom comes out at 5.58 eV/A. The calculation puts the LUMO energy at -5.2 eV. The gap between HOMO and LUMO comes out at 5.65 eV. The value obtained for the total energy is -1923.04029 hartree.



Record 3
The following is a DFT calculation (ωB97M-V/def2-TZVPD) of a cluster of 3 separate species, C20H25BO10P in total.

Structure (XYZ):
```
57
C20H25BO10P ωB97M-V/def2-TZVPD
C 2.0055 1.0355 1.7957
C 1.8418 -0.3254 1.5294
C 1.2229 -0.8203 0.1334
C 0.3911 -2.2005 0.1584
O -0.7136 -1.8795 1.0201
B -0.9582 -0.4500 0.6706
P -2.7915 -0.0593 0.1667
C -3.9231 -0.9039 1.4165
C -3.5729 -0.6435 2.9571
C -3.0128 1.8144 0.1359
C -2.3967 2.6016 1.4002
O 0.1425 0.1167 -0.1311
H 1.2262 1.7497 1.3813
H 2.8247 1.4605 2.4410
H 2.1108 -1.1194 2.2961
H 1.9783 -0.9321 -0.7042
H 0.0406 -2.2876 -0.9292
H 0.9896 -3.1390 0.4152
H -0.8612 0.1784 1.7095
H -5.0311 -0.6971 1.2580
H -3.7974 -2.0262 1.2430
H -4.3936 -0.0278 3.4349
H -2.5943 -0.1141 3.1379
H -3.5210 -1.6314 3.5309
H -2.4239 2.1865 -0.7711
H -4.0777 2.1559 -0.0300
H -1.4603 3.1937 1.1460
H -2.2126 1.9375 2.2906
H -3.1859 3.3722 1.7147
C 3.4168 7.0564 0.7735
C 4.1638 5.9577 0.6451
C 3.5626 4.6484 0.2592
O 4.2789 3.6721 0.1322
C 2.1141 4.5932 0.0499
C 1.3653 5.6904 0.1808
C 1.9701 7.0052 0.5398
O 1.2580 7.9900 0.6329
O 0.0238 5.6563 -0.0071
O 5.5024 5.9836 0.8585
H 3.8408 8.0122 1.0505
H 1.6883 3.6331 -0.2125
H -0.2825 6.5694 0.1437
H 5.8060 5.0695 0.7008
C -0.7426 -5.8399 -4.2133
C 0.0800 -4.8954 -3.7503
C 0.7097 -5.0042 -2.4029
O 1.4682 -4.1334 -2.0245
C 0.3772 -6.1714 -1.5812
C -0.4477 -7.1127 -2.0433
C -1.0552 -7.0174 -3.4013
O -1.7897 -7.9082 -3.7942
O -0.7696 -8.1995 -1.2969
O 0.3789 -3.7984 -4.4847
H -1.2038 -5.7740 -5.1893
H 0.8259 -6.2301 -0.5989
H -1.3750 -8.7242 -1.8529
H 0.9888 -3.2741 -3.9311
```

Its total charge is -1. The largest force on an atom comes out at 3.15 eV/A. The calculation puts the LUMO energy at 0.3 eV. The gap between HOMO and LUMO comes out at 2.94 eV. The value obtained for the total energy is -1895.65616 hartree.



Record 4
The following is a DFT calculation (ωB97M-V/def2-TZVPD) of the ion C7H12I2N3S with charge +1.

Structure (XYZ):
```
25
C7H12I2N3S ωB97M-V/def2-TZVPD
H -1.7988 2.0622 -2.5020
N -0.8445 1.9926 -1.9376
N -1.0017 1.8736 -0.7008
C -2.2434 2.0080 0.0540
I -3.8824 0.7035 -0.4854
C -1.7929 1.6121 1.4225
S -2.6407 1.4743 2.9110
N -0.5361 1.4599 1.4453
C 0.0524 1.4275 0.1891
I 1.8753 2.7079 -0.3424
C 0.5022 -0.1187 -0.0621
C 1.0512 -0.2783 -1.5404
C -0.7707 -0.9810 0.1046
C 1.4809 -0.6163 1.0271
H -2.5291 3.0325 0.0040
H -1.4275 1.0525 3.6305
H 2.0232 0.2307 -1.7564
H 1.0924 -1.3514 -1.7048
H 0.3655 0.2583 -2.2064
H -0.5162 -2.0721 -0.0837
H -1.6311 -0.6764 -0.4551
H -1.0690 -0.7872 1.1122
H 1.2362 -1.6539 1.2613
H 1.3590 -0.0054 1.9441
H 2.5786 -0.5356 0.6674
```

Its total charge is +1. As for the energy above the lowest of the compared OMol25 structures with the same formula, charge and spin: 0.0 kcal/mol. The largest force on an atom comes out at 3.61 eV/A. Its SMILES is [H]/N=[N+]1\[C@@H](I)C(S)=N[C@@]1(I)C(C)(C)C. The calculation puts the LUMO energy at -6.3 eV. The gap between HOMO and LUMO comes out at 6.82 eV. The value obtained for the total energy is -1431.38793 hartree.



Record 5
The following is a DFT calculation (ωB97M-V/def2-TZVPD) of a structure of composition H8LiO4.

Structure (XYZ):
```
13
H8LiO4 ωB97M-V/def2-TZVPD
Li 0.9182 18.8646 -6.1765
O 0.0423 17.5918 -7.5841
H 0.6947 16.8770 -7.5815
H -0.5775 17.3654 -8.2886
O 2.8564 17.9236 -6.5652
H 3.5293 17.7760 -5.8865
H 3.2600 17.6122 -7.3864
O -0.2765 18.4552 -4.6580
H 0.0013 18.3766 -3.7357
H -1.1546 18.0534 -4.6953
O 1.5017 20.6627 -5.5457
H 1.0317 21.5071 -5.5192
H 2.4307 20.8938 -5.6876
```

Its total charge is +1. As for the energy above the lowest of the compared OMol25 structures with the same formula, charge and spin: 2.6 kcal/mol. The largest force on an atom comes out at 0.42 eV/A. The calculation puts the LUMO energy at -3.4 eV. The gap between HOMO and LUMO comes out at 12.83 eV. The value obtained for the total energy is -313.16751 hartree.



Record 6
The following is a DFT calculation (ωB97M-V/def2-TZVPD) of the molecule C4H8O2.

Structure (XYZ):
```
14
C4H8O2 ωB97M-V/def2-TZVPD
O -0.9888 2.1914 0.8370
C -0.0333 1.4706 0.0251
C -0.4796 0.0227 0.1063
C -0.4687 -1.0491 -0.9710
C 0.3983 -1.1916 0.2460
O 1.7809 -1.0056 0.0931
H -0.7307 2.1470 1.7689
H 0.9877 1.6250 0.3906
H -0.1359 1.8896 -0.9798
H -1.3494 0.2519 0.7425
H 0.0709 -0.8773 -1.9042
H -1.3324 -1.7027 -1.0789
H 0.1348 -1.9443 0.9906
H 2.1461 -1.8276 -0.2663
```

Its total charge is 0. As for the energy above the lowest of the compared OMol25 structures with the same formula, charge and spin: 57.4 kcal/mol. The largest force on an atom comes out at 1.84 eV/A. Its SMILES is OC[C@H]1C[C@H]1O. The calculation puts the LUMO energy at 0.9 eV. The gap between HOMO and LUMO comes out at 10.67 eV. The value obtained for the total energy is -307.62093 hartree.